Entry A
{
  "formula": "C12H16N2",
  "method": "ωB97M-V/def2-TZVPD",
  "symbols": ["C", "C", "C", "C", "C", "C", "C", "C", "C", "C", "C", "C", "N", "N", "H", "H", "H", "H", "H", "H", "H", "H", "H", "H", "H", "H", "H", "H", "H", "H"],
  "positions_angstrom": [[-3.552, -1.363, -0.033], [-3.896, -0.051, -0.106], [-2.160, -1.716, 0.062], [-2.916, 0.962, -0.085], [-1.185, -0.782, 0.205], [-1.590, 0.596, 0.083], [0.184, -1.112, 0.430], [-0.528, 1.585, 0.508], [0.825, 1.119, 0.264], [1.084, 1.152, -1.284], [1.938, 1.924, 0.852], [3.194, -2.307, -0.247], [3.093, -0.982, -0.305], [1.110, -0.274, 0.505], [-4.291, -2.082, -0.079], [-4.859, 0.349, -0.268], [-1.982, -2.753, 0.138], [-3.263, 1.945, 0.124], [0.472, -2.153, 0.391], [-0.659, 2.421, -0.294], [-0.787, 1.977, 1.520], [0.311, 0.725, -1.822], [1.881, 0.539, -1.382], [1.192, 2.105, -1.617], [2.080, 1.734, 1.833], [1.634, 2.952, 0.910], [2.751, 1.873, 0.293], [2.908, -2.804, -1.128], [4.287, -2.664, 0.007], [2.723, -2.916, 0.524]],
  "lowdin_charge": [-0.056, -0.083, -0.008, -0.022, -0.155, -0.142, -0.094, -0.097, -0.554, -0.001, -0.014, -0.331, 0.099, 0.084, 0.077, 0.091, 0.098, 0.106, 0.113, 0.162, 0.147, 0.074, 0.017, 0.065, 0.058, 0.093, 0.038, 0.046, 0.119, 0.071],
  "orbital_gap_ev": [8.274, 8.216],
  "lumo_ev": [0.4, 0.1],
  "charge": 0
}

***

Entry B
{
  "formula": "C12H16N2",
  "method": "ωB97M-V/def2-TZVPD",
  "symbols": ["C", "C", "C", "C", "C", "C", "C", "C", "C", "C", "C", "C", "N", "N", "H", "H", "H", "H", "H", "H", "H", "H", "H", "H", "H", "H", "H", "H", "H", "H"],
  "positions_angstrom": [[3.009, 0.646, 0.846], [3.427, -0.626, 0.579], [1.905, 1.147, 0.212], [2.728, -1.379, -0.295], [1.095, 0.468, -0.688], [1.517, -0.885, -0.960], [-0.171, 0.931, -1.297], [0.929, -1.706, -1.930], [-1.444, 0.857, -0.347], [-2.750, 1.379, -1.087], [-1.192, 1.612, 0.984], [-1.587, -2.309, 1.460], [-1.877, -0.475, 0.191], [-1.071, -1.264, 0.651], [3.534, 1.346, 1.497], [4.286, -1.041, 1.034], [1.770, 2.261, 0.388], [3.165, -2.424, -0.548], [-0.085, 1.959, -1.694], [-0.481, 0.212, -2.030], [0.634, -2.715, -1.786], [-2.625, 2.436, -1.193], [-3.662, 1.037, -0.637], [-2.717, 0.909, -2.074], [-0.365, 1.098, 1.295], [-2.015, 1.620, 1.711], [-1.002, 2.683, 0.799], [-2.663, -2.606, 1.434], [-0.957, -3.202, 1.111], [-1.334, -1.969, 2.375]],
  "lowdin_charge": [-0.095, -0.121, -0.071, -0.043, -0.197, -0.290, -0.083, 0.190, -0.477, -0.032, -0.041, -0.106, 0.054, -0.046, 0.111, 0.095, 0.139, 0.141, 0.138, 0.086, 0.011, 0.065, 0.065, 0.073, 0.022, 0.090, 0.094, 0.090, 0.104, 0.035],
  "orbital_gap_ev": [7.355, 7.325],
  "lumo_ev": [-0.8, -0.1],
  "charge": 0
}

***

Structures ranked by computed energy, the most stable listed first: entry A, entry B.

***

Entry A
{
  "formula": "C2H3PS3",
  "method": "ωB97M-V/def2-TZVPD",
  "symbols": ["C", "C", "P", "S", "S", "S", "H", "H", "H"],
  "positions_angstrom": [[-0.748, -1.627, 0.323], [0.152, 1.115, -0.013], [-2.265, -1.125, 0.658], [0.619, -2.155, -0.057], [1.671, 1.174, 0.630], [3.182, 0.678, -0.457], [0.063, 0.633, -0.951], [-0.592, 1.592, 0.449], [-2.082, -0.285, -0.582]],
  "lowdin_charge": [-1.305, -0.456, 0.734, 0.759, 0.333, 0.051, -0.002, -0.038, -0.075],
  "orbital_gap_ev": [7.471, 7.472],
  "lumo_ev": [-1.0, -1.0],
  "charge": 0
}

***

Entry B
{
  "formula": "C2H3PS3",
  "method": "ωB97M-V/def2-TZVPD",
  "symbols": ["C", "C", "P", "S", "S", "S", "H", "H", "H"],
  "positions_angstrom": [[0.009, 0.583, -0.458], [-0.283, -0.792, -0.416], [2.443, 1.070, 0.988], [-0.897, 1.813, -0.262], [-1.899, -1.176, 0.688], [-2.709, 0.677, 0.815], [-0.521, -1.098, -1.542], [0.489, -1.408, 0.135], [3.368, 0.331, 0.052]],
  "lowdin_charge": [-0.867, -0.566, 0.494, 0.694, 0.276, 0.023, 0.134, 0.069, -0.256],
  "orbital_gap_ev": [6.182, 5.838],
  "lumo_ev": [-1.7, -2.0],
  "charge": 0
}

***

Structures ranked by computed energy, the most stable listed first: entry A, entry B.

***

Entry A
{
  "formula": "C14H16",
  "method": "ωB97M-V/def2-TZVPD",
  "symbols": ["C", "C", "C", "C", "C", "C", "C", "H", "H", "H", "H", "H", "H", "H", "H", "C", "C", "C", "C", "C", "C", "C", "H", "H", "H", "H", "H", "H", "H", "H"],
  "positions_angstrom": [[-0.846, -4.338, -0.072], [-1.227, -2.909, -0.331], [-0.780, -1.857, 0.450], [-1.288, -0.576, 0.301], [-2.198, -0.322, -0.714], [-2.619, -1.366, -1.536], [-2.180, -2.666, -1.320], [-1.403, -5.055, -0.679], [-0.991, -4.618, 0.962], [0.181, -4.606, -0.341], [-0.003, -2.010, 1.192], [-0.967, 0.248, 0.915], [-2.552, 0.663, -0.989], [-3.307, -1.089, -2.325], [-2.656, -3.433, -1.915], [1.232, 3.632, -1.248], [1.305, 2.689, -0.104], [1.475, 1.327, -0.309], [1.748, 0.446, 0.731], [1.811, 0.949, 2.020], [1.792, 2.321, 2.243], [1.488, 3.176, 1.199], [0.778, 3.241, -2.158], [2.219, 3.970, -1.592], [0.757, 4.607, -1.092], [1.273, 0.954, -1.298], [1.944, -0.594, 0.530], [1.838, 0.274, 2.868], [1.929, 2.723, 3.237], [1.245, 4.220, 1.371]],
  "lowdin_charge": [-0.060, -0.277, -0.061, -0.092, -0.093, -0.092, -0.055, 0.072, 0.075, 0.079, 0.108, 0.095, 0.099, 0.098, 0.106, -0.071, -0.281, -0.062, -0.108, -0.101, -0.087, -0.052, 0.075, 0.087, 0.077, 0.112, 0.099, 0.102, 0.100, 0.109],
  "orbital_gap_ev": 9.845,
  "smiles": "Cc1ccccc1.Cc1ccccc1",
  "lumo_ev": 0.9,
  "charge": 0
}

***

Entry B
{
  "formula": "C14H16",
  "method": "ωB97M-V/def2-TZVPD",
  "symbols": ["C", "C", "C", "C", "C", "C", "C", "H", "H", "H", "H", "H", "H", "H", "H", "C", "C", "C", "C", "C", "C", "C", "H", "H", "H", "H", "H", "H", "H", "H"],
  "positions_angstrom": [[0.390, -1.056, -5.469], [0.221, -0.332, -4.158], [-0.021, 1.033, -4.091], [-0.158, 1.675, -2.866], [-0.054, 0.949, -1.689], [0.189, -0.415, -1.745], [0.326, -1.050, -2.970], [-0.239, -1.946, -5.486], [1.430, -1.375, -5.580], [0.143, -0.439, -6.332], [-0.101, 1.614, -5.003], [-0.348, 2.739, -2.822], [-0.187, 1.444, -0.736], [0.248, -0.984, -0.827], [0.513, -2.117, -3.000], [-1.469, 0.283, 5.291], [-0.590, 0.109, 4.081], [-0.587, -1.088, 3.370], [0.240, -1.261, 2.273], [1.087, -0.236, 1.867], [1.087, 0.962, 2.563], [0.257, 1.129, 3.663], [-2.393, -0.287, 5.174], [-1.738, 1.333, 5.432], [-0.982, -0.059, 6.205], [-1.249, -1.894, 3.673], [0.262, -2.199, 1.733], [1.724, -0.379, 1.003], [1.738, 1.770, 2.254], [0.261, 2.076, 4.192]],
  "lowdin_charge": [-0.056, -0.287, -0.058, -0.089, -0.096, -0.088, -0.056, 0.077, 0.082, 0.072, 0.107, 0.100, 0.097, 0.081, 0.111, -0.056, -0.284, -0.056, -0.093, -0.112, -0.089, -0.057, 0.075, 0.076, 0.081, 0.111, 0.100, 0.096, 0.102, 0.109],
  "orbital_gap_ev": 9.957,
  "smiles": "Cc1ccccc1.Cc1ccccc1",
  "lumo_ev": 1.0,
  "charge": 0
}

***

Structures ranked by computed energy, the most stable listed first: entry B, entry A.

***

Entry A
{
  "formula": "C9H14NO",
  "method": "ωB97M-V/def2-TZVPD",
  "symbols": ["C", "C", "C", "O", "C", "C", "N", "C", "C", "C", "C", "H", "H", "H", "H", "H", "H", "H", "H", "H", "H", "H", "H", "H", "H"],
  "positions_angstrom": [[4.470, 1.907, 1.486], [3.298, 1.288, 0.921], [2.107, 1.120, 0.963], [0.885, 0.656, 1.026], [-0.212, 1.408, 0.553], [-0.772, 0.863, -0.745], [-0.555, -0.703, -0.731], [-0.874, -1.182, -2.027], [-1.350, -1.308, 0.220], [-2.180, -1.897, 0.877], [-3.046, -2.535, 1.824], [4.305, 2.078, 2.614], [4.739, 2.961, 1.123], [5.339, 1.256, 1.366], [0.048, 2.426, 0.392], [-1.093, 1.354, 1.298], [-1.797, 1.069, -1.063], [-0.089, 1.202, -1.627], [0.464, -0.841, -0.616], [-1.844, -1.026, -2.302], [-0.310, -0.608, -2.787], [-0.523, -2.264, -2.182], [-2.348, -3.191, 2.446], [-3.696, -3.212, 1.245], [-3.717, -1.903, 2.597]],
  "lowdin_charge": [-0.125, -0.068, -0.120, -0.041, -0.157, -0.026, -0.137, -0.026, -0.021, -0.025, -0.086, 0.111, 0.107, 0.069, 0.130, 0.168, 0.151, 0.169, 0.203, 0.085, 0.122, 0.161, 0.117, 0.089, 0.151],
  "orbital_gap_ev": 9.322,
  "smiles": "CC#COCC[N@H+](C)C#CC",
  "lumo_ev": -2.9,
  "charge": 1
}

***

Entry B
{
  "formula": "C9H14NO",
  "method": "ωB97M-V/def2-TZVPD",
  "symbols": ["C", "C", "C", "C", "C", "C", "C", "C", "C", "N", "O", "H", "H", "H", "H", "H", "H", "H", "H", "H", "H", "H", "H", "H", "H"],
  "positions_angstrom": [[-1.981, -1.198, 3.135], [-1.423, -0.009, 1.162], [-0.588, -1.275, -0.352], [-1.451, 1.252, 0.467], [0.253, -0.360, -1.166], [0.916, 0.658, -0.295], [0.014, 1.888, 0.104], [0.509, 2.725, 1.328], [-0.735, -3.420, -1.366], [-1.490, -0.451, 2.285], [-0.909, -2.477, -0.322], [-1.296, -1.510, 3.945], [-1.963, 1.015, -0.540], [-2.008, 1.902, 1.282], [1.006, -0.867, -1.630], [-0.210, 0.131, -1.999], [1.194, 0.246, 0.688], [1.801, 1.017, -0.688], [-0.148, 2.694, -0.638], [0.528, 2.201, 2.291], [-0.063, 3.615, 1.495], [1.520, 2.938, 1.129], [-1.618, -3.476, -2.051], [-0.902, -4.351, -0.773], [0.268, -3.525, -1.631]],
  "lowdin_charge": [0.138, -0.117, 0.043, -0.115, -0.119, -0.148, -0.282, -0.063, 0.022, -0.007, 0.045, 0.059, 0.145, 0.177, 0.102, 0.154, 0.136, 0.104, 0.140, 0.086, 0.078, 0.063, 0.142, 0.125, 0.091],
  "orbital_gap_ev": [7.289, 7.289],
  "lumo_ev": [-4.6, -4.6],
  "charge": 1
}

***

Structures ranked by computed energy, the most stable listed first: entry A, entry B.

***

Entry A
{
  "formula": "C4H16N3O2",
  "method": "ωB97M-V/def2-TZVPD",
  "symbols": ["C", "C", "C", "C", "N", "N", "N", "H", "H", "H", "H", "H", "H", "H", "H", "H", "H", "H", "H", "H", "H", "O", "H", "H", "O"],
  "positions_angstrom": [[-3.196, -0.112, 0.383], [-1.835, 0.639, 0.331], [-0.653, -0.278, 0.286], [-0.164, -0.861, 1.388], [1.018, -1.475, 1.616], [-0.002, -0.544, -1.007], [-4.163, 0.327, -0.599], [-3.535, -0.146, 1.427], [-2.967, -1.151, 0.143], [-1.712, 1.407, 1.094], [-1.875, 1.267, -0.570], [-0.798, -0.819, 2.265], [1.655, -1.711, 0.872], [1.275, -1.892, 2.492], [-0.489, -0.079, -1.772], [0.079, -1.540, -1.225], [1.001, -0.273, -1.075], [-4.753, -0.438, -0.888], [-4.748, 1.099, -0.314], [4.668, 2.583, -0.303], [5.279, 1.643, -1.351], [4.449, 1.894, -0.935], [3.006, 0.832, -0.587], [3.638, -0.540, -0.900], [2.789, -0.107, -0.755]],
  "lowdin_charge": [-0.280, -0.155, -0.268, -0.138, 0.106, 0.227, -0.003, 0.113, 0.108, 0.116, 0.112, 0.145, 0.080, 0.108, 0.171, 0.173, 0.108, 0.069, 0.074, 0.069, 0.070, -0.036, 0.036, 0.066, -0.070],
  "orbital_gap_ev": 8.865,
  "lumo_ev": -2.8,
  "charge": 1
}

***

Entry B
{
  "formula": "C4H16N3O2",
  "method": "ωB97M-V/def2-TZVPD",
  "symbols": ["C", "C", "C", "N", "C", "N", "N", "H", "H", "H", "H", "H", "H", "H", "H", "H", "H", "H", "H", "H", "H", "O", "H", "H", "O"],
  "positions_angstrom": [[1.127, -0.703, 1.009], [0.587, -0.051, -0.233], [0.654, 1.646, -0.064], [-2.854, 3.077, -0.118], [-1.651, 2.672, -0.436], [-0.613, 2.218, 0.447], [1.505, -2.233, 1.021], [0.431, -0.456, 1.845], [2.115, -0.129, 1.284], [1.382, -0.254, -0.910], [-0.396, -0.335, -0.750], [1.456, 1.781, 0.695], [1.058, 2.055, -1.005], [-3.144, 3.040, 0.823], [-1.186, 3.055, -1.370], [-0.892, 1.741, 1.261], [0.861, -2.823, 0.440], [2.449, -2.385, 0.491], [1.605, -2.731, 1.940], [-3.265, 1.138, -0.606], [-2.893, -0.298, -1.161], [-2.948, 0.236, -0.373], [1.583, -2.952, -2.027], [1.383, -4.136, -1.020], [1.646, -3.171, -1.182]],
  "lowdin_charge": [-0.168, -0.163, -0.127, 0.072, -0.268, -0.010, 0.123, 0.132, 0.158, 0.072, 0.124, 0.104, 0.119, 0.034, 0.132, 0.098, 0.131, 0.185, 0.178, 0.013, 0.028, -0.088, -0.005, 0.141, -0.014],
  "orbital_gap_ev": 8.347,
  "lumo_ev": -3.6,
  "charge": 1
}

***

Structures ranked by computed energy, the most stable listed first: entry A, entry B.

***

Entry A
{
  "formula": "C2H4F2N",
  "method": "ωB97M-V/def2-TZVPD",
  "symbols": ["F", "N", "F", "C", "C", "H", "H", "H", "H"],
  "positions_angstrom": [[1.553, -1.020, 0.020], [0.666, 0.005, 0.025], [1.538, 1.004, 0.055], [-0.484, -0.012, -0.743], [-0.475, 0.025, 0.813], [-0.581, -0.903, -1.358], [-0.793, 0.783, -1.496], [-0.688, 0.969, 1.201], [-0.736, -0.852, 1.482]],
  "lowdin_charge": [0.193, -0.257, 0.203, 0.077, 0.106, 0.157, 0.193, 0.135, 0.193],
  "orbital_gap_ev": 14.702,
  "smiles": "F[N+]1(F)CC1",
  "lumo_ev": -4.8,
  "charge": 1
}

***

Entry B
{
  "formula": "C2H4F2N",
  "method": "ωB97M-V/def2-TZVPD",
  "symbols": ["C", "C", "N", "F", "F", "H", "H", "H", "H"],
  "positions_angstrom": [[0.908, 0.784, 0.935], [-0.050, 0.861, -0.204], [1.089, -0.006, -0.028], [1.383, -1.276, -0.208], [-1.471, -1.741, -0.741], [1.398, 1.021, 1.827], [-2.339, -1.827, -0.419], [-1.146, 0.554, -0.170], [0.227, 1.631, -0.991]],
  "lowdin_charge": [0.235, 0.061, 0.017, 0.184, -0.063, 0.156, 0.109, 0.149, 0.153],
  "orbital_gap_ev": 10.926,
  "lumo_ev": -6.9,
  "charge": 1
}

***

Structures ranked by computed energy, the most stable listed first: entry B, entry A.